# 1
This record from the Open Molecules 2025 dataset describes a cluster of 9 separate species, C27H57INO14S6 in total in a non-equilibrium geometry. The level of theory is wB97M-V/def2-TZVPD.

Output
Molecular weight (g/mol): 939.05
Lowest unoccupied orbital energy (eV): 1.81
F_max (hartree/bohr): 0.25366
Orbital gap (eV): 7.2
ΔE to the lowest compared entry with this formula, charge and spin (eV): 0.000
Net charge: -1

Element x y z (Å)
C -0.29 1.28 -1.13
C -0.77 0.19 -0.15
O -1.44 -0.64 -0.64
N -0.15 0.14 1.20
H -0.21 1.19 1.51
H -0.62 -0.55 1.73
C 1.37 -0.15 1.14
H 0.22 1.00 -2.02
H 0.32 2.16 -0.74
H -1.21 1.60 -1.32
H 1.79 -0.21 2.10
H 1.84 0.57 0.34
H 1.43 -1.20 0.71
I -0.34 -2.42 3.79
O -0.01 2.57 1.81
H 0.15 3.36 2.38
C 0.02 -4.62 -1.24
C -0.33 -6.06 -0.87
C 0.84 -6.57 -0.30
S 2.05 -5.29 0.08
O 3.07 -5.21 -0.90
O 2.41 -5.39 1.51
C 0.80 -4.07 -0.07
H -0.83 -4.03 -1.47
H 0.45 -4.59 -2.21
H -0.82 -6.63 -1.53
H -1.24 -6.11 -0.13
H 1.29 -7.10 -1.03
H 0.63 -7.07 0.65
H 1.62 -3.37 -0.30
H 0.32 -3.95 0.93
C -1.68 6.30 -0.49
C -2.44 5.34 0.48
C -3.57 5.05 -0.32
S -3.14 4.85 -2.00
O -4.16 5.50 -2.75
O -2.79 3.49 -2.24
C -1.63 5.68 -1.87
H -0.69 6.60 -0.29
H -2.27 7.17 -0.54
H -2.55 5.85 1.49
H -1.89 4.43 0.63
H -4.30 5.75 -0.38
H -3.89 4.06 -0.10
H -1.56 6.49 -2.54
H -0.98 4.96 -2.01
C -4.13 -0.22 3.19
C -3.66 -0.12 1.84
C -3.33 1.16 1.54
S -4.53 2.13 2.38
O -5.38 2.71 1.39
O -3.75 3.07 3.16
C -5.26 0.82 3.33
H -3.16 -0.12 3.81
H -4.59 -1.17 3.47
H -4.18 -0.42 0.97
H -2.80 -0.78 1.75
H -3.27 1.31 0.43
H -2.33 1.57 1.99
H -6.04 0.51 2.67
H -5.31 1.07 4.39
C -3.89 -1.18 -3.23
C -5.12 -1.41 -2.23
C -5.03 -2.65 -1.48
S -4.18 -3.79 -2.57
O -5.20 -4.65 -3.22
O -3.29 -4.56 -1.81
C -3.46 -2.58 -3.67
H -3.26 -0.56 -2.50
H -3.98 -0.62 -3.92
H -5.97 -1.33 -2.89
H -5.21 -0.52 -1.60
H -5.91 -3.18 -1.27
H -4.43 -2.34 -0.57
H -3.60 -2.86 -4.76
H -2.44 -2.66 -3.54
C 4.35 -2.27 3.75
C 4.09 -2.47 2.24
C 4.69 -1.35 1.56
S 6.19 -1.11 2.40
O 6.54 0.31 2.38
O 7.12 -2.09 1.80
C 5.80 -1.58 3.99
H 4.12 -3.29 4.31
H 3.65 -1.58 4.12
H 3.13 -2.76 2.11
H 4.68 -3.32 2.08
H 4.13 -0.51 1.72
H 4.82 -1.70 0.56
H 5.70 -0.63 4.69
H 6.46 -2.31 4.53
C 4.66 1.89 -1.02
C 3.85 2.88 -1.78
C 4.69 3.82 -2.43
S 6.03 2.88 -3.13
O 7.28 3.59 -3.18
O 5.46 2.23 -4.28
C 6.02 1.81 -1.71
H 4.31 0.96 -0.73
H 4.84 2.45 0.04
H 3.05 3.34 -1.30
H 3.35 2.28 -2.46
H 5.28 4.58 -1.57
H 4.34 4.51 -3.04
H 7.09 1.79 -1.24
H 6.12 0.75 -2.36

***

# 2
This record from the Open Molecules 2025 dataset describes a cluster of 4 separate species, C27H57N4O6 in total in a non-equilibrium geometry. The level of theory is wB97M-V/def2-TZVPD.

Output
Molecular weight (g/mol): 533.78
Lowest unoccupied orbital energy (eV): 2.58
F_max (hartree/bohr): 0.11693
Orbital gap (eV): 7.4
ΔE to the lowest compared entry with this formula, charge and spin (eV): 4.269
Net charge: -1

Element x y z (Å)
N 12.45 17.76 -32.76
O 12.36 17.07 -31.68
O 11.70 18.74 -32.86
O 13.20 17.35 -33.69
C 8.34 15.99 -33.56
C 9.13 15.07 -32.73
C 9.43 15.84 -31.47
C 10.01 14.94 -30.41
C 9.19 13.69 -30.15
C 8.64 12.98 -31.32
N 8.24 13.90 -32.38
O 7.97 13.22 -33.62
C 7.44 12.09 -30.95
C 9.58 11.96 -31.76
C 10.43 14.69 -33.55
H 8.05 15.57 -34.54
H 8.92 16.82 -33.81
H 7.36 16.32 -33.17
H 8.54 16.24 -31.09
H 10.10 16.71 -31.59
H 10.18 15.54 -29.50
H 11.05 14.76 -30.66
H 8.52 14.20 -29.54
H 9.78 13.01 -29.68
H 8.24 12.32 -33.52
H 7.27 12.02 -29.79
H 7.41 11.03 -31.27
H 6.55 12.62 -31.37
H 10.59 12.32 -31.68
H 9.56 11.43 -32.74
H 9.71 11.18 -31.04
H 11.01 14.01 -32.88
H 10.93 15.55 -33.76
H 10.25 14.20 -34.49
C 12.26 14.35 -28.12
C 13.64 14.11 -28.28
C 14.15 12.74 -28.14
C 14.51 11.91 -29.42
C 15.24 12.79 -30.46
C 14.56 14.02 -30.81
N 14.14 14.76 -29.55
O 13.91 16.19 -29.73
C 13.33 13.75 -31.66
C 15.55 14.98 -31.62
C 14.30 14.86 -27.24
H 11.82 14.33 -27.16
H 11.72 13.80 -28.90
H 11.98 15.33 -28.47
H 13.44 12.14 -27.63
H 14.99 12.72 -27.39
H 13.60 11.64 -29.86
H 15.05 10.95 -29.32
H 15.54 12.26 -31.30
H 16.16 13.11 -29.97
H 13.45 16.38 -30.59
H 12.93 14.72 -31.93
H 12.46 13.21 -31.26
H 13.62 13.12 -32.49
H 15.84 14.43 -32.44
H 16.43 15.27 -31.03
H 15.12 15.97 -31.77
H 14.38 14.32 -26.23
H 13.93 15.88 -27.01
H 15.39 14.99 -27.35
C 10.64 18.44 -29.09
C 11.55 19.47 -28.50
C 10.97 20.84 -28.51
C 11.66 21.90 -27.68
C 11.86 21.40 -26.23
C 12.45 20.05 -26.21
N 11.79 19.10 -27.12
O 12.23 17.74 -27.01
C 12.36 19.41 -24.85
C 13.97 20.02 -26.56
C 12.86 19.47 -29.36
H 11.25 17.59 -29.25
H 10.17 18.91 -29.98
H 9.69 18.30 -28.59
H 9.96 20.80 -28.16
H 10.94 21.08 -29.58
H 11.07 22.76 -27.63
H 12.62 22.10 -28.16
H 10.86 21.34 -25.72
H 12.57 21.99 -25.63
H 12.61 17.55 -27.87
H 12.96 18.52 -24.77
H 11.44 18.95 -24.69
H 12.61 20.13 -24.09
H 14.41 19.09 -26.86
H 14.45 20.51 -25.69
H 14.10 20.63 -27.35
H 13.56 20.39 -29.24
H 12.55 19.47 -30.44
H 13.35 18.52 -29.14

***

# 3
This record from the Open Molecules 2025 dataset describes a structure of composition C27H57N8O11PS in a non-equilibrium geometry. The level of theory is wB97M-V/def2-TZVPD.

Output
Molecular weight (g/mol): 732.84
Lowest unoccupied orbital energy (eV): 0.39
F_max (hartree/bohr): 0.05719
Orbital gap (eV): 9.2
ΔE to the lowest compared entry with this formula, charge and spin (eV): 1.429

Element x y z (Å)
N 3.81 -4.72 -2.42
P 4.96 -3.41 -2.37
O 5.25 -3.03 -4.00
O 4.24 -1.99 -1.75
S 2.57 -2.05 -1.64
O 2.21 -0.87 -0.85
O 1.85 -1.77 -3.14
C 0.89 -2.79 -3.34
C 0.74 -3.39 -4.65
C -0.18 -4.45 -4.95
C -1.04 -4.97 -3.87
C -0.91 -4.34 -2.58
C 0.02 -3.26 -2.28
H 4.19 -5.48 -1.84
H 3.85 -5.10 -3.37
H 4.43 -2.63 -4.37
H 1.38 -3.01 -5.49
H -0.25 -4.89 -5.97
H -1.74 -5.81 -4.04
H -1.55 -4.72 -1.75
H 0.01 -2.86 -1.24
C -2.49 1.45 -0.10
C -1.23 0.69 -0.44
O -1.16 -0.06 -1.41
N -0.15 0.87 0.36
C -0.05 1.71 1.54
H -3.26 1.21 -0.82
H -2.84 1.15 0.89
H -2.31 2.52 -0.13
H 0.66 0.34 0.08
H 0.75 2.43 1.38
H 0.21 1.07 2.39
H -0.97 2.23 1.75
C -2.48 5.91 3.29
C -1.21 5.17 2.96
O -1.13 4.42 1.99
N -0.13 5.35 3.77
C -0.04 6.19 4.94
H -3.24 5.67 2.56
H -2.83 5.62 4.28
H -2.30 6.99 3.26
H 0.68 4.82 3.49
H 0.76 6.92 4.78
H 0.23 5.56 5.79
H -0.96 6.71 5.15
C 4.18 1.19 -2.33
C 4.80 2.49 -2.78
O 5.80 2.95 -2.26
N 4.20 3.14 -3.82
C 3.02 2.75 -4.56
H 4.76 0.79 -1.50
H 3.16 1.36 -1.98
H 4.19 0.47 -3.14
H 4.67 4.00 -4.07
H 3.29 2.64 -5.61
H 2.27 3.53 -4.46
H 2.61 1.81 -4.20
C -5.10 -5.17 1.34
C -4.51 -5.49 -0.01
O -3.56 -6.26 -0.14
N -5.06 -4.90 -1.10
C -6.18 -3.96 -1.14
H -4.55 -5.71 2.11
H -5.00 -4.10 1.54
H -6.14 -5.47 1.37
H -4.62 -5.16 -1.97
H -6.96 -4.39 -1.76
H -5.83 -3.03 -1.60
H -6.57 -3.75 -0.15
C -9.97 -2.62 -4.46
C -8.76 -3.32 -3.88
O -8.05 -2.79 -3.04
N -8.48 -4.57 -4.33
C -9.20 -5.35 -5.31
H -10.07 -1.64 -4.01
H -9.85 -2.50 -5.54
H -10.87 -3.20 -4.24
H -7.66 -4.97 -3.90
H -9.53 -6.28 -4.85
H -8.52 -5.59 -6.13
H -10.06 -4.82 -5.71
C 10.88 1.88 -0.04
C 9.87 1.73 1.08
O 10.21 1.71 2.26
N 8.56 1.62 0.74
C 7.98 1.62 -0.59
H 11.88 1.96 0.39
H 10.84 1.00 -0.69
H 10.67 2.78 -0.61
H 7.95 1.52 1.53
H 7.27 2.44 -0.66
H 7.45 0.68 -0.74
H 8.73 1.73 -1.37
C -0.55 3.03 8.73
C -0.43 4.25 9.61
O -1.40 4.74 10.18
N 0.80 4.81 9.76
C 2.05 4.37 9.18
H -1.59 2.70 8.70
H -0.24 3.27 7.71
H 0.06 2.22 9.13
H 0.81 5.62 10.36
H 2.75 4.14 9.98
H 2.46 5.19 8.57
H 1.93 3.49 8.55

***

# 4
This record from the Open Molecules 2025 dataset describes a cluster of 6 separate species, C27H57O21P3 in total in a non-equilibrium geometry. The level of theory is wB97M-V/def2-TZVPD.

Output
SMILES: CCOP(=O)(OCC)OCC.CCOP(=O)(OCC)OCC.CCOP(=O)(OCC)OCC.O=C1OCCO1.O=C1OCCO1.O=C1OCCO1
Molecular weight (g/mol): 810.65
Lowest unoccupied orbital energy (eV): -0.10
F_max (hartree/bohr): 0.04175
Orbital gap (eV): 10.2
ΔE to the lowest compared entry with this formula, charge and spin (eV): 0.000

Element x y z (Å)
C -3.66 1.15 0.84
C -4.45 2.23 1.60
O -3.77 3.50 1.67
P -2.77 3.84 2.83
O -1.70 2.88 3.12
O -2.26 5.26 2.42
C -3.07 6.45 2.13
C -4.08 6.79 3.19
O -3.80 3.98 4.04
C -3.37 3.95 5.42
C -1.96 4.52 5.72
H -3.43 0.35 1.55
H -4.29 0.75 0.06
H -2.71 1.50 0.45
H -5.38 2.41 1.08
H -4.67 1.89 2.61
H -2.31 7.23 2.11
H -3.53 6.24 1.17
H -4.54 7.76 2.96
H -4.86 6.05 3.31
H -3.61 6.94 4.17
H -4.05 4.59 5.98
H -3.54 2.93 5.74
H -2.01 5.10 6.64
H -1.25 3.70 5.83
H -1.62 5.11 4.87
C 2.91 -3.59 -0.35
C 2.72 -3.78 -1.84
O 3.93 -4.34 -2.39
P 3.93 -4.93 -3.84
O 5.22 -5.36 -4.34
O 3.24 -3.79 -4.71
C 3.84 -3.28 -5.92
C 3.34 -3.99 -7.15
O 2.85 -6.09 -3.75
C 2.92 -7.17 -4.69
C 1.54 -7.77 -4.83
H 2.13 -3.01 0.13
H 2.97 -4.53 0.20
H 3.87 -3.15 -0.08
H 1.91 -4.50 -1.96
H 2.53 -2.82 -2.32
H 3.62 -2.22 -5.93
H 4.91 -3.44 -5.84
H 3.99 -3.74 -7.99
H 3.25 -5.07 -7.01
H 2.31 -3.72 -7.38
H 3.31 -6.80 -5.63
H 3.62 -7.92 -4.32
H 1.59 -8.76 -5.29
H 1.12 -7.98 -3.85
H 0.89 -7.16 -5.46
C -0.03 -0.03 4.45
C -1.53 0.00 4.31
O -2.21 -1.23 4.55
P -2.48 -2.21 3.33
O -3.69 -1.86 2.57
O -1.11 -2.15 2.54
C -1.09 -1.87 1.12
C -1.24 -3.14 0.31
O -2.49 -3.61 4.02
C -3.52 -4.59 3.85
C -3.58 -5.17 2.43
H 0.36 -0.58 3.58
H 0.41 0.96 4.37
H 0.38 -0.63 5.27
H -1.94 0.70 5.04
H -1.81 0.39 3.33
H -1.77 -1.07 0.87
H -0.06 -1.55 0.95
H -0.52 -3.28 -0.49
H -1.26 -4.01 0.96
H -2.24 -3.21 -0.13
H -3.37 -5.40 4.57
H -4.47 -4.14 4.15
H -2.58 -5.55 2.23
H -4.36 -5.93 2.41
H -3.81 -4.37 1.73
O 4.43 -1.47 1.70
C 3.99 -0.38 1.84
O 2.76 0.03 1.42
C 2.49 1.35 1.95
C 3.89 1.82 2.33
O 4.64 0.63 2.46
H 2.00 2.01 1.26
H 1.85 1.18 2.82
H 3.92 2.38 3.26
H 4.32 2.49 1.58
O 0.49 -0.68 -2.47
C 0.46 0.40 -2.00
O -0.25 0.72 -0.88
C -0.05 2.09 -0.57
C 1.19 2.47 -1.41
O 1.10 1.50 -2.46
H -0.91 2.69 -0.88
H 0.01 2.21 0.51
H 2.09 2.25 -0.85
H 1.10 3.46 -1.85
O 3.12 8.10 -6.21
C 2.57 7.11 -5.90
O 2.63 6.52 -4.68
C 1.69 5.45 -4.61
C 1.41 5.19 -6.08
O 1.78 6.39 -6.73
H 2.19 4.61 -4.13
H 0.83 5.70 -3.98
H 0.43 4.80 -6.34
H 2.06 4.36 -6.39